1.
{
  "formula": "C2H4F3N2O",
  "method": "the ωB97M-V functional and the def2-TZVPD basis",
  "total_charge": 1,
  "e_homo_ha": [-0.5435, -0.5479],
  "e_lumo_ev": [-6.3, -6.1],
  "de_lowest_kcal_mol": 75.9,
  "symbols": ["C", "C", "N", "N", "O", "F", "F", "F", "H", "H", "H", "H"],
  "coordinates": [[0.3687, -0.1507, -0.1324], [-2.1277, 0.7070, -0.2627], [0.9130, -0.5530, -1.2032], [0.8166, -0.0868, 1.0482], [2.2449, -0.1613, 1.2225], [-3.0317, -0.1923, -0.1112], [-2.0182, 1.5471, 0.6775], [-2.1289, 1.2594, -1.4531], [0.3821, -0.7570, -2.0515], [1.8947, -0.8599, -1.1789], [0.2680, 0.2132, 1.9230], [2.4184, -0.9655, 1.5217]],
  "forces_ev_per_a": [[-5.564, 0.790, -0.094], [1.150, 0.059, -1.678], [1.902, -0.981, -1.791], [1.369, 0.673, 3.435], [-2.392, 5.956, -2.283], [0.891, 0.044, 0.056], [0.083, 0.187, 0.738], [0.266, -0.887, 1.069], [0.275, 0.387, 0.516], [-0.452, 0.194, -0.240], [1.326, -0.448, -2.066], [1.146, -5.974, 2.338]],
  "lowdin_charge": [-0.18, -0.41, 0.18, 0.02, 0.09, 0.27, 0.27, 0.23, 0.14, 0.15, 0.21, 0.04]
}

=====

2.
{
  "formula": "C2H4F3NO4SYb",
  "method": "the ωB97M-V functional and the def2-TZVPD basis",
  "total_charge": 1,
  "e_homo_ha": [-0.5115, -0.5072],
  "multiplicity": 2,
  "e_lumo_ev": [-5.4, -6.4],
  "de_lowest_kcal_mol": 0.0,
  "s2": 0.757,
  "symbols": ["O", "C", "Yb", "H", "H", "H", "O", "H", "N", "S", "O", "O", "C", "F", "F", "F"],
  "coordinates": [[-0.9972, -2.1350, 0.4709], [-0.7633, -3.1156, 1.4830], [0.5640, -1.2568, -0.9431], [-0.2583, -2.6216, 2.3222], [-1.7192, -3.5383, 1.8168], [-0.1140, -3.9046, 1.0855], [-0.8244, 0.3715, -1.5880], [-1.8268, -1.4981, 0.5902], [0.4792, 0.7498, -2.1049], [0.8824, 2.2106, -1.6272], [2.3213, 2.4507, -1.7901], [-0.0311, 3.2550, -2.1052], [0.6139, 2.2752, 0.2460], [-0.6098, 2.6503, 0.5614], [1.4843, 3.0780, 0.8307], [0.7991, 1.0289, 0.7517]],
  "forces_ev_per_a": [[-2.189, 2.429, -0.829], [-0.379, -0.046, 1.203], [0.318, 0.067, -0.230], [-0.172, -0.301, -0.032], [0.412, -0.034, -0.099], [-0.294, 0.228, -0.112], [3.386, 1.286, -1.264], [2.358, -2.329, 0.149], [-3.296, -3.477, 1.127], [0.960, 7.423, -0.370], [-2.417, -1.689, 0.229], [1.372, -2.487, 0.734], [-0.262, 0.537, -0.021], [0.179, -0.117, -0.214], [-0.215, -0.330, -0.526], [0.237, -1.160, 0.256]],
  "lowdin_charge": [-0.30, -0.09, 1.57, 0.10, 0.11, 0.10, -0.28, 0.20, -0.31, 0.67, -0.26, -0.25, -0.66, 0.17, 0.19, 0.05]
}

=====

3.
{
  "formula": "C2H4F3NO5S2Tm",
  "method": "the ωB97M-V functional and the def2-TZVPD basis",
  "total_charge": 1,
  "e_homo_ha": [-0.5301, -0.5305],
  "multiplicity": 3,
  "e_lumo_ev": [-5.5, -5.4],
  "s2": 2.002,
  "symbols": ["N", "S", "O", "O", "S", "O", "O", "C", "F", "F", "F", "Tm", "O", "H", "C", "H", "H", "H"],
  "coordinates": [[-0.4720, 1.4740, -1.1200], [1.1553, 1.5329, -1.2106], [1.7186, 1.1148, 0.2703], [1.6773, 0.2483, -1.8791], [-1.2194, 0.0917, -0.8984], [-0.3666, -0.9864, -0.3047], [-2.0476, -0.3240, -2.0197], [-2.4232, 0.4849, 0.4696], [-1.7751, 0.7482, 1.5861], [-3.1476, 1.5302, 0.1171], [-3.2088, -0.5619, 0.6490], [1.9232, -1.1687, -0.2211], [2.4024, -1.0577, 1.9028], [3.1853, -1.3993, 2.3350], [1.9051, 1.4785, 1.9742], [0.8267, 1.6798, 2.0551], [2.8778, 1.2473, 2.4235], [2.1110, 2.5337, 2.2082]],
  "forces_ev_per_a": [[1.872, -0.547, 0.138], [-1.589, 0.923, -0.355], [1.629, -1.080, 2.245], [0.008, -0.026, 0.382], [-2.154, -0.467, -1.884], [1.320, 0.009, 0.122], [1.565, 0.596, 1.762], [-0.381, -0.054, -0.349], [0.437, 0.117, 0.424], [0.141, -0.023, -0.083], [0.167, -0.049, -0.064], [-1.155, 1.169, 2.592], [-0.247, -0.889, -3.002], [0.091, -0.164, 0.321], [-1.180, 3.845, -1.363], [0.292, -2.232, 1.311], [-1.010, -2.230, -0.392], [0.195, 1.101, -1.805]],
  "lowdin_charge": [-0.38, 0.95, -0.60, -0.59, 0.68, -0.45, -0.23, -0.70, 0.16, 0.18, 0.18, 1.82, -0.45, -0.01, 0.14, 0.11, 0.11, 0.08]
}

=====

4.
{
  "formula": "C2H4F4",
  "method": "the ωB97M-V functional and the def2-TZVPD basis",
  "smiles": "FCF.FCF",
  "e_homo_ha": -0.4487,
  "e_lumo_ev": 1.0,
  "symbols": ["F", "F", "C", "H", "H", "F", "F", "C", "H", "H"],
  "coordinates": [[-1.5822, 0.4457, -1.2906], [-1.9046, 0.0559, 0.8549], [-2.0637, -0.4487, -0.3931], [-3.1352, -0.6454, -0.5898], [-1.5224, -1.4098, -0.4864], [3.3286, 0.6079, 0.6155], [1.7704, -0.8679, 0.1124], [2.0040, 0.4397, 0.3823], [1.4191, 0.7556, 1.2675], [1.6860, 1.0670, -0.4726]],
  "forces_ev_per_a": [[0.016, 0.005, 0.058], [0.031, 0.024, -0.046], [-0.500, -1.155, -0.284], [0.387, 0.501, 0.149], [0.130, 0.628, 0.134], [-0.052, -0.043, -0.016], [0.000, -0.007, -0.002], [-0.841, 0.961, 0.044], [0.438, -0.430, -0.170], [0.392, -0.484, 0.134]],
  "lowdin_charge": [0.01, 0.01, -0.27, 0.13, 0.13, 0.01, 0.01, -0.27, 0.13, 0.13]
}

=====

5.
{
  "formula": "C2H4FN",
  "method": "the ωB97M-V functional and the def2-TZVPD basis",
  "e_homo_ha": [-0.3703, -0.3444],
  "e_lumo_ev": [-0.3, -0.3],
  "de_lowest_kcal_mol": 114.0,
  "symbols": ["C", "C", "N", "F", "H", "H", "H", "H"],
  "coordinates": [[-0.1036, 0.5958, -0.2638], [-0.8964, -0.6003, 0.2974], [1.1064, 0.3742, 0.5545], [1.9472, -0.4412, -0.2452], [0.1363, 0.4622, -1.4017], [-0.4398, 1.6569, -0.1264], [-1.0716, -0.4227, 1.3387], [-0.6786, -1.6250, -0.1535]],
  "forces_ev_per_a": [[0.782, -0.312, -2.203], [2.098, 0.679, -0.939], [-0.845, -0.819, -1.150], [-0.451, 0.474, 0.513], [-0.366, 0.264, 2.099], [-0.154, -1.211, 0.290], [-0.618, -0.685, 0.454], [-0.446, 1.610, 0.936]],
  "lowdin_charge": [-0.34, 0.06, 0.06, -0.14, 0.13, 0.11, 0.03, 0.09]
}

=====

6.
{
  "formula": "C2H4FN2O",
  "method": "the ωB97M-V functional and the def2-TZVPD basis",
  "total_charge": 1,
  "smiles": "[NH+]#CNOCF",
  "e_homo_ha": -0.5915,
  "e_lumo_ev": -6.2,
  "de_lowest_kcal_mol": 9.7,
  "symbols": ["C", "C", "N", "N", "O", "F", "H", "H", "H", "H"],
  "coordinates": [[-1.5211, -0.0252, -0.1343], [1.3896, 0.3526, -0.0825], [-0.5759, -1.0344, -0.1792], [-2.4896, 0.7190, -0.1210], [0.7663, -0.7761, -0.6068], [0.5820, 1.4402, -0.2902], [-0.9015, -1.9846, -0.2018], [1.5847, 0.2451, 0.9526], [2.3390, 0.4549, -0.6365], [-2.5162, 1.6641, 0.3432]],
  "forces_ev_per_a": [[-0.825, -0.490, -0.331], [0.225, 0.529, -0.239], [-1.633, 4.698, 0.696], [4.767, -1.459, 0.098], [-1.568, -1.293, -1.322], [-0.001, -0.014, 0.001], [0.283, -0.573, 0.110], [-0.068, 0.047, 1.239], [-0.596, -0.211, -0.040], [-0.584, -1.234, -0.211]],
  "lowdin_charge": [0.04, -0.17, 0.14, 0.31, 0.00, 0.02, 0.18, 0.13, 0.17, 0.18]
}

=====

| no. | DFT total energy (eV) |
| --- | --- |
| 1 | -15307.02660 |
| 2 | -62325.77595 |
| 3 | -73209.65572 |
| 4 | -13008.38821 |
| 5 | -6341.05775 |
| 6 | -9872.48342 |